[1]
The following is a DFT calculation (the ωB97M-V functional and the def2-TZVPD basis) of a single C3H5ClN2S molecule in a non-equilibrium geometry.

Structure (XYZ):
```
12
Properties=species:S:1:pos:R:3:forces:R:3
Cl -2.509 1.282 -0.126 -0.498 0.088 -0.422
S -1.481 -1.357 0.581 -0.573 1.426 1.341
N 0.222 -0.635 -1.171 1.229 0.375 -0.314
N -1.179 0.407 0.524 0.277 -1.133 0.090
C -0.341 -1.615 -0.654 -1.073 0.953 0.104
C 0.051 0.501 -0.319 -0.240 1.428 -0.258
C 1.241 0.582 0.624 -3.078 3.237 0.293
H -0.271 -2.573 -0.974 0.416 -2.932 -1.265
H 1.061 1.526 1.223 0.868 -0.518 -1.104
H 0.090 1.406 -0.975 -0.695 -0.467 0.779
H 1.956 0.581 -0.118 2.840 -0.044 -0.386
H 1.161 -0.105 1.385 0.527 -2.413 1.142
```
Positions in Å, forces in eV/Å.

Properties
Relative energy (zero: lowest compared OMol25 entry of this formula, charge and spin) ... 178.8 kJ/mol
Frontier orbital gap ... 9.541 eV
Lowest unoccupied orbital energy ... 0.416 eV

Atomic partial charges in e from the natural (NBO) method, atoms 1 to 8: Cl 0.1052; S 0.4407; N -0.4129; N -0.5638; C -0.0919; C 0.0523; C -0.6133; H 0.2008

=====

[2]
The following is a DFT calculation (the ωB97M-V functional and the def2-TZVPD basis) of 8 unconnected molecules or ions with the total composition C16H48O11 in a non-equilibrium geometry.

Structure (XYZ):
```
75
Properties=species:S:1:pos:R:3:forces:R:3
O 4.074 -2.389 0.950 0.659 -0.948 0.449
O 4.622 -1.309 -1.809 -1.675 -1.138 -0.009
O -0.742 -5.078 -3.190 0.736 -0.463 1.259
O -1.459 0.636 2.230 -1.103 -0.399 -0.617
O -1.734 5.222 -0.952 1.913 1.046 1.329
O 0.693 5.111 -2.365 1.061 -0.020 0.470
O 0.093 -0.008 -0.620 0.270 -0.481 -0.044
O -0.261 -3.957 4.188 -0.796 0.911 0.580
O -2.092 1.974 -6.391 0.014 0.417 -0.439
O 2.873 3.487 -3.549 -1.232 0.095 0.883
O -0.353 1.636 4.532 1.079 -0.480 0.985
C -0.456 0.801 6.875 0.478 0.892 -1.400
C 0.412 0.971 5.572 -0.662 -1.023 1.093
C -1.193 1.070 -5.774 -0.609 0.122 1.323
C -1.401 -3.249 4.808 1.219 -0.684 -0.755
C -2.529 3.048 -1.496 -0.216 1.487 -1.097
C 1.769 4.465 -1.636 -0.863 -0.300 0.094
C -2.697 4.554 -1.641 -1.501 -0.071 0.230
C 2.121 3.166 -2.321 1.798 -0.052 -0.213
C 0.117 -5.479 -2.081 0.224 0.690 -0.797
C 3.095 -1.919 0.075 -0.096 -0.176 -0.928
C -0.585 -0.809 0.351 0.005 1.115 1.169
C -1.295 1.265 -4.248 0.179 -0.365 -0.778
C 0.319 -4.340 -1.107 0.170 0.201 0.777
C -0.429 -0.212 1.823 0.901 -0.355 -1.258
C -2.613 -3.186 3.931 -0.138 0.264 0.368
C 3.500 -2.198 -1.423 0.535 2.295 1.561
H -1.150 1.049 3.039 -0.028 0.248 0.356
H -3.311 -2.539 4.463 -0.282 0.063 -0.129
H -0.160 -1.812 0.302 0.353 0.179 0.113
H -0.346 2.563 4.779 -0.173 0.197 -0.203
H -0.482 -4.876 4.020 -0.290 -0.037 0.107
H 2.777 2.573 -1.684 0.186 0.106 0.264
H -0.991 5.226 -1.560 0.810 0.346 0.359
H -2.370 1.227 -4.069 0.100 0.087 0.576
H 3.795 -3.241 -1.541 -0.062 -0.113 0.035
H 0.747 -0.025 5.281 -0.513 0.000 -0.800
H -0.166 1.217 -6.106 -0.035 -0.242 -0.329
H -2.231 2.710 -5.791 0.027 0.168 -0.079
H -1.488 2.987 -1.815 0.175 -1.079 0.494
H -3.611 4.871 -1.139 -0.586 -0.019 -0.707
H 0.537 -3.360 -1.532 -0.114 -0.142 -0.608
H 1.105 -5.732 -2.465 -0.171 -0.128 -0.454
H 1.365 1.453 5.787 -0.192 0.603 -0.046
H -1.630 0.097 -6.000 0.706 -0.258 -0.226
H -0.777 0.490 -3.683 -0.114 -0.171 -0.028
H 2.148 -2.428 0.253 -0.256 -0.094 0.037
H 1.122 5.464 -3.148 -0.209 0.126 -0.310
H 3.981 -3.343 0.898 0.492 -0.251 0.382
H -0.855 2.211 -3.933 -0.203 0.210 -0.090
H -2.357 -2.690 2.994 -0.217 -0.353 -0.178
H 3.395 2.735 -3.840 -0.134 -0.192 0.177
H -0.111 0.014 7.546 0.187 0.211 -0.046
H -0.407 0.780 -0.845 -0.319 0.010 0.247
H -0.213 -1.012 2.530 -0.453 -0.463 0.150
H 1.254 2.518 -2.454 -0.274 0.322 -0.585
H -0.260 -6.365 -1.570 -0.243 -0.012 -0.030
H -1.046 -2.227 4.943 0.230 -0.143 0.265
H -1.327 -4.459 -2.746 -0.438 0.156 -0.432
H -1.660 -3.699 5.766 0.233 0.020 0.149
H 1.192 -4.542 -0.487 -0.031 -0.220 0.233
H 2.971 -0.898 0.438 -0.198 0.361 -1.149
H -1.628 -0.942 0.062 -0.265 0.237 0.272
H 2.630 5.108 -1.453 0.139 0.171 -0.727
H -3.089 -4.162 3.841 0.050 0.029 -0.447
H -2.588 4.930 -2.658 -0.942 -0.491 -0.536
H 5.299 -1.469 -1.147 0.144 -0.018 0.169
H -0.525 -4.195 -0.432 -0.152 -0.097 0.037
H 1.424 4.299 -0.615 -0.482 -0.365 -0.130
H 0.471 0.401 1.855 0.533 -0.200 -0.535
H -3.166 2.616 -2.268 -0.049 -0.628 0.383
H -2.788 2.811 -0.464 0.402 -0.564 -0.244
H -0.452 1.786 7.341 -0.156 -0.194 0.526
H -1.481 0.590 6.569 0.029 -0.133 0.015
H 2.599 -1.984 -1.998 0.435 0.176 -0.532
```
Positions in Å, forces in eV/Å.

Properties
Relative energy (zero: lowest compared OMol25 entry of this formula, charge and spin) ... 250.7 kJ/mol
Frontier orbital gap ... 9.942 eV
Lowest unoccupied orbital energy ... 0.403 eV

Atomic partial charges in e from the Löwdin method, atoms 1 to 8: O -0.0639; O -0.0865; O -0.0789; O -0.0740; O -0.0765; O -0.0815; O -0.0918; O -0.1016

=====

[3]
The following is a DFT calculation (the ωB97M-V functional and the def2-TZVPD basis) of 3 unconnected molecules or ions with the total composition C5H9NO2 in a non-equilibrium geometry.

Structure (XYZ):
```
17
Properties=species:S:1:pos:R:3:forces:R:3
O 0.889 0.573 0.593 1.932 -0.857 -0.742
O -1.026 0.065 -0.432 -2.175 -0.065 0.466
N 1.290 -0.698 -2.188 -5.489 1.709 -0.774
C -0.634 -1.211 -0.003 3.635 0.118 -1.035
C -0.939 1.583 1.594 0.192 0.571 2.629
C 0.897 -0.847 0.410 -2.481 -0.189 -1.394
C -0.343 1.098 0.226 -1.938 -0.763 1.095
C 0.615 -1.443 -1.025 0.925 2.318 2.113
H -0.547 0.963 2.652 -0.888 1.505 -3.565
H -0.342 1.926 -0.559 0.432 -0.781 1.195
H 0.977 -2.398 -0.831 0.773 -2.030 -0.944
H -0.335 2.560 1.567 -1.398 -0.863 1.081
H 1.592 -1.422 1.050 -0.770 0.768 -0.154
H 0.885 0.698 -1.904 1.123 -5.092 -1.353
H -1.313 -2.022 0.500 1.117 1.951 -1.314
H 0.436 -1.153 -3.459 2.408 1.760 3.917
H -2.103 1.728 1.808 2.600 -0.060 -1.220
```
Positions in Å, forces in eV/Å.

Properties
Relative energy (zero: lowest compared OMol25 entry of this formula, charge and spin) ... 930.8 kJ/mol
Frontier orbital gap ... 9.186 eV
Lowest unoccupied orbital energy ... 0.171 eV

Atomic partial charges in e from the natural (NBO) method, atoms 1 to 8: O -0.5303; O -0.5355; N -0.7372; C 0.0313; C -0.6791; C 0.0519; C 0.3740; C -0.1192

=====

[4]
The following is a DFT calculation (the ωB97M-V functional and the def2-TZVPD basis) of a molecular structure, C6H15NO2 in a non-equilibrium geometry.

Structure (XYZ):
```
24
Properties=species:S:1:pos:R:3:forces:R:3
O -2.132 -0.654 1.900 -0.148 0.208 -0.148
O -0.327 1.611 -0.824 0.138 -0.570 0.581
N -2.142 -0.054 0.573 -0.033 -0.429 -0.135
C -0.242 -0.698 -0.302 2.632 0.859 -0.186
C 2.315 0.572 -1.428 -0.082 0.068 0.008
C 1.769 -0.412 -0.419 -0.790 -0.781 -0.211
C 2.425 -0.366 0.945 -0.097 0.009 0.002
C -3.490 -0.027 0.064 -0.003 0.434 0.470
C -0.187 0.640 0.096 -1.657 -0.016 -0.339
H -3.941 -1.031 -0.047 0.131 0.050 -0.005
H 1.833 -1.421 -0.827 0.189 0.002 0.007
H 3.452 -0.747 0.899 -0.079 0.045 -0.014
H -0.523 -0.934 -1.318 -0.072 0.055 0.077
H 1.732 0.570 -2.351 0.037 0.002 0.027
H -0.201 -1.462 0.456 -0.112 0.070 0.033
H 2.321 1.594 -1.043 -0.024 -0.022 -0.007
H 1.887 -0.978 1.675 0.015 0.021 -0.017
H -0.357 2.468 -0.382 0.027 -0.034 -0.031
H -3.468 0.442 -0.925 0.028 -0.042 0.041
H 3.351 0.320 -1.685 -0.081 -0.017 0.034
H -4.162 0.561 0.709 -0.151 -0.015 -0.075
H 2.476 0.654 1.336 0.004 -0.016 0.000
H 0.079 0.913 1.108 0.016 -0.032 -0.026
H -2.467 -1.560 1.791 0.112 0.151 -0.086
```
Positions in Å, forces in eV/Å.

Properties
Relative energy (zero: lowest compared OMol25 entry of this formula, charge and spin) ... 746.5 kJ/mol
Frontier orbital gap ... 6.828 eV
Lowest unoccupied orbital energy ... 0.532 eV

Atomic partial charges in e from the natural (NBO) method, atoms 1 to 8: O -0.6510; O -0.6541; N -0.4142; C -0.3051; C -0.6383; C -0.2286; C -0.6454; C -0.4367

=====

[5]
The following is a DFT calculation (the ωB97M-V functional and the def2-TZVPD basis) of 3 unconnected molecules or ions with the total composition C3H12N2O2 in a non-equilibrium geometry.

Structure (XYZ):
```
19
Properties=species:S:1:pos:R:3:forces:R:3
O 2.340 -2.333 0.482 0.719 0.039 0.631
O -3.380 0.581 -0.306 0.052 0.128 0.066
N -0.988 0.810 1.781 0.603 -0.560 -0.499
N 0.876 0.025 0.529 0.999 -0.767 -0.040
C 0.326 0.428 1.583 -0.731 1.616 0.094
C 0.166 -0.248 -0.692 0.160 0.723 -0.456
C 0.988 0.267 -1.873 0.631 -0.074 -0.350
H 0.053 -1.320 -0.840 -0.347 -0.089 0.297
H -1.220 1.154 2.690 -0.337 -0.132 0.093
H 1.044 1.361 -1.896 -0.276 -0.177 -0.112
H -3.279 0.471 -1.257 0.000 -0.059 0.020
H -1.698 0.441 1.161 -0.145 0.150 0.329
H -0.788 0.296 -0.697 -0.192 -0.491 -0.153
H 2.031 -0.066 -1.830 -0.150 -0.127 0.361
H 2.176 -1.397 0.735 -0.167 -0.316 -0.311
H 3.091 -2.617 1.036 -0.539 0.153 -0.444
H 0.631 -0.144 -2.826 -0.275 0.375 0.164
H 0.978 0.757 2.385 0.054 -0.367 0.351
H -3.345 1.534 -0.166 -0.059 -0.025 -0.040
```
Positions in Å, forces in eV/Å.

Properties
Relative energy (zero: lowest compared OMol25 entry of this formula, charge and spin) ... 86.8 kJ/mol
Frontier orbital gap ... 9.691 eV
Lowest unoccupied orbital energy ... 0.583 eV

Atomic partial charges in e from the natural (NBO) method, atoms 1 to 8: O -0.9773; O -0.9438; N -0.8546; N -0.5374; C 0.3013; C -0.2585; C -0.6047; H 0.2142

=====

Which value of relative energy (zero: lowest compared OMol25 entry of this formula, charge and spin) does entry 3 give? 930.8 kJ/mol